Entry 1:
{
  "formula": "C10H20ClIIrN2OP",
  "method": "the ωB97M-V functional and the def2-TZVPD basis",
  "symbols": ["C", "I", "H", "H", "H", "Ir", "P", "C", "C", "H", "H", "H", "C", "H", "H", "H", "H", "H", "H", "C", "O", "Cl", "C", "C", "C", "C", "N", "N", "C", "H", "H", "H", "H", "H", "H", "H", "H"],
  "coordinates": [[-2.42714, 0.40379, -4.06928], [-1.34070, -0.00479, -2.17880], [-1.70878, 0.88833, -4.72731], [-3.26154, 1.06473, -3.83303], [-2.77226, -0.54769, -4.47127], [0.28698, -0.45723, 0.02115], [1.03151, -2.48931, -0.37607], [-0.19665, -3.80356, -0.06336], [1.45369, -2.56522, -2.13949], [3.31652, -2.33997, 0.47303], [2.79923, -4.04360, 0.26040], [2.21810, -3.09988, 1.65216], [2.48716, -3.04536, 0.59103], [2.24570, -1.83807, -2.35009], [1.79353, -3.57972, -2.37232], [0.21747, -4.76817, -0.38590], [-1.11673, -3.58468, -0.61764], [0.56338, -2.31029, -2.72537], [-0.41253, -3.84432, 1.01215], [-1.33524, -0.91622, 0.77278], [-2.34919, -1.25297, 1.26066], [2.59624, 0.06167, -0.37825], [-1.42392, 3.12067, 3.83666], [-0.74860, 2.76117, 2.57219], [-0.16641, 3.52524, 1.56562], [0.29741, 2.64631, 0.56569], [-0.02869, 1.38914, 0.94771], [-0.61607, 1.47689, 2.17202], [0.96362, 2.97337, -0.70130], [-0.74833, 3.69541, 4.49125], [-2.29980, 3.76020, 3.63826], [-1.76781, 2.22889, 4.38159], [-0.08667, 4.60223, 1.53496], [-0.89306, 0.67664, 2.73754], [0.92013, 4.05644, -0.85367], [2.01836, 2.68130, -0.68753], [0.49108, 2.47862, -1.55622]],
  "total_charge": 3,
  "max_force_ev_per_a": 6.4,
  "homo_ev": [-15.90, -19.80],
  "lumo_energy_ev": [-10.100, -14.914],
  "total_energy_ev": -48437.929,
  "spin_multiplicity": 6
}

Entry 2:
{
  "formula": "C4H8O2",
  "method": "the ωB97M-V functional and the def2-TZVPD basis",
  "symbols": ["C", "C", "C", "O", "H", "H", "H", "H", "H", "H", "C", "O", "H", "H"],
  "coordinates": [[1.67977, -1.16476, 0.76587], [0.85155, -0.18825, -0.01888], [0.63981, 1.06729, 0.38187], [-0.09435, 2.02219, -0.23842], [2.48246, -1.59248, 0.15340], [2.14562, -0.67873, 1.63026], [1.08066, -2.00483, 1.14120], [0.42836, -0.52949, -0.96366], [1.06560, 1.44746, 1.30929], [-0.54599, 1.63226, -1.01027], [-2.43946, -0.00578, -0.77492], [-1.93077, 0.52181, -1.73786], [-2.17271, 0.27934, 0.25741], [-3.19054, -0.80605, -0.89528]],
  "relative_energy_kj_mol": 201.75,
  "max_force_ev_per_a": 0.6,
  "homo_ev": -8.51,
  "lumo_energy_ev": 0.386,
  "total_energy_ev": -8371.191
}

Entry 3:
{
  "formula": "C37H56N2O14",
  "method": "the ωB97M-V functional and the def2-TZVPD basis",
  "symbols": ["C", "C", "C", "C", "C", "C", "N", "C", "C", "N", "C", "C", "C", "C", "O", "C", "O", "H", "H", "H", "H", "H", "H", "H", "H", "H", "H", "H", "H", "H", "H", "H", "H", "H", "H", "H", "H", "O", "C", "C", "C", "C", "O", "H", "H", "H", "H", "H", "H", "O", "C", "C", "C", "C", "O", "H", "H", "H", "H", "H", "H", "O", "C", "C", "C", "C", "O", "H", "H", "H", "H", "H", "H", "O", "C", "C", "C", "C", "O", "H", "H", "H", "H", "H", "H", "O", "C", "C", "C", "C", "O", "H", "H", "H", "H", "H", "H", "O", "C", "C", "C", "C", "O", "H", "H", "H", "H", "H", "H"],
  "coordinates": [[-3.97956, -4.84634, 5.91460], [-5.06823, -3.94737, 5.30949], [-4.66435, -3.25785, 3.98301], [-4.78621, -4.26631, 2.84103], [-3.25692, -2.61210, 4.10827], [-3.24224, -1.84475, 5.36419], [-3.28230, -1.20563, 6.31474], [-2.85070, -1.61344, 2.98345], [-3.79186, -0.49379, 2.96689], [-4.53111, 0.38450, 2.95089], [-2.67137, -2.17863, 1.55907], [-1.85530, -3.47579, 1.47113], [-0.34202, -3.25721, 1.23246], [0.46995, -3.45683, 2.51053], [1.00480, -4.80120, 2.54484], [0.33785, -5.63740, 3.36956], [0.01573, -6.74352, 3.06051], [-3.33349, -5.26994, 5.14513], [-3.36524, -4.27464, 6.60917], [-4.41306, -5.68231, 6.45736], [-5.42306, -3.21923, 6.03484], [-5.91739, -4.58775, 5.07083], [-5.36952, -2.44017, 3.82147], [-4.80542, -3.77987, 1.86788], [-5.72009, -4.81565, 2.93214], [-3.97283, -4.98978, 2.82953], [-2.50175, -3.38944, 4.20701], [-1.88306, -1.19359, 3.27496], [-2.12265, -1.41956, 1.00105], [-3.63306, -2.26561, 1.06027], [-2.24945, -4.03293, 0.62117], [-1.99464, -4.12408, 2.33154], [-0.01374, -3.98547, 0.49554], [-0.15524, -2.26772, 0.81852], [1.29339, -2.75411, 2.61416], [-0.17986, -3.34236, 3.38204], [0.16878, -5.22146, 4.37475], [2.25604, -1.45880, -1.12302], [3.17791, -1.61544, -0.37596], [4.06708, -2.84026, -0.26120], [4.76978, -2.62281, 1.07818], [4.78576, -1.10326, 1.17320], [3.59202, -0.66669, 0.49201], [4.76845, -2.83150, -1.09658], [3.47081, -3.74796, -0.29040], [5.76301, -3.06164, 1.13812], [4.16475, -3.04062, 1.88548], [5.64599, -0.67151, 0.65944], [4.75684, -0.73459, 2.19603], [-3.71164, 1.89230, -1.64599], [-4.37504, 2.64863, -0.99752], [-4.25207, 2.96423, 0.48031], [-5.58216, 3.64704, 0.79275], [-5.93376, 4.27356, -0.54879], [-5.37622, 3.38243, -1.53825], [-3.40266, 3.63545, 0.61849], [-4.10161, 2.05443, 1.05336], [-5.53949, 4.37045, 1.60231], [-6.32627, 2.89390, 1.05763], [-5.48280, 5.25942, -0.67928], [-7.00045, 4.35578, -0.71005], [8.00017, -0.86418, -0.50995], [8.09543, 0.32971, -0.58399], [9.24639, 1.20848, -0.14083], [8.61265, 2.59951, -0.11687], [7.53476, 2.46594, -1.18613], [7.12424, 1.08337, -1.13132], [10.04010, 1.13028, -0.88525], [9.62019, 0.88647, 0.82695], [9.30855, 3.41108, -0.31652], [8.15412, 2.77848, 0.85724], [7.91686, 2.67261, -2.18174], [6.66802, 3.09570, -0.99683], [9.47093, 2.30426, -4.56481], [8.66423, 1.44270, -4.77083], [8.46974, 0.61223, -6.02199], [7.07884, 0.01417, -5.80991], [6.99191, -0.05331, -4.29053], [7.77259, 1.06663, -3.82467], [9.25105, -0.14935, -6.05193], [8.53812, 1.23854, -6.90677], [6.93131, -0.95159, -6.28888], [6.32364, 0.69867, -6.19339], [7.42683, -0.96601, -3.87836], [5.97734, 0.05023, -3.91329], [4.77176, 1.97064, -7.18627], [4.06380, 2.62350, -6.47431], [4.27683, 2.95933, -5.00888], [2.89399, 3.44081, -4.57225], [2.33758, 4.00398, -5.87444], [2.92818, 3.20325, -6.91485], [5.02988, 3.74668, -4.94488], [4.61928, 2.08478, -4.46211], [2.90687, 4.16868, -3.76411], [2.29276, 2.59013, -4.25012], [2.63017, 5.04342, -6.03638], [1.25630, 3.92643, -5.94941], [-8.45554, 5.24173, 1.11963], [-9.39313, 4.52405, 0.92704], [-9.67443, 3.65202, -0.28536], [-11.15511, 3.31501, -0.11967], [-11.31859, 3.37053, 1.39416], [-10.37943, 4.36462, 1.83814], [-9.04104, 2.76479, -0.22477], [-9.45734, 4.19153, -1.20290], [-11.44668, 2.35756, -0.54562], [-11.76321, 4.09124, -0.58557], [-11.06673, 2.42268, 1.87420], [-12.31485, 3.67056, 1.70841]],
  "max_force_ev_per_a": 0.8,
  "homo_ev": -9.89,
  "lumo_energy_ev": 0.429,
  "total_energy_ev": -70923.362
}

Entry 4:
{
  "formula": "C11H14O3P",
  "method": "the ωB97M-V functional and the def2-TZVPD basis",
  "symbols": ["C", "C", "C", "C", "C", "C", "C", "C", "C", "P", "C", "O", "O", "C", "O", "H", "H", "H", "H", "H", "H", "H", "H", "H", "H", "H", "H", "H", "H"],
  "coordinates": [[-3.65874, -2.61628, 0.35760], [-2.57658, -1.96647, -0.29419], [-1.86405, -0.96308, 0.21713], [-0.56978, -0.27735, -0.42671], [-0.74904, 1.21994, -0.35894], [0.47396, 2.01721, -0.88896], [1.75852, 1.83370, -0.05079], [1.53995, 2.44200, 1.37054], [2.07250, 0.41606, 0.04115], [0.92711, -0.74635, 0.70492], [1.86702, -2.10793, -0.26014], [1.49459, -3.27138, -0.33849], [3.01302, -1.65059, -0.73018], [3.15746, -0.16679, -0.57514], [4.23990, 0.21446, -1.01189], [-3.31497, -2.88549, 1.34684], [-4.53695, -2.12461, 0.58285], [-3.92780, -3.58358, -0.02735], [-2.04607, -2.33285, -1.12718], [-2.22712, -0.58524, 1.25973], [-0.40209, -0.63901, -1.49268], [-0.84979, 1.49279, 0.70972], [-1.75871, 1.47282, -0.96317], [0.63418, 1.56984, -1.87964], [0.29899, 3.11734, -0.80937], [2.55941, 2.37805, -0.46679], [1.39741, 1.61083, 2.01293], [0.70979, 3.21014, 1.36913], [2.33789, 2.92181, 1.72906]],
  "total_charge": -1,
  "relative_energy_kj_mol": 168.90,
  "max_force_ev_per_a": 4.1,
  "homo_ev": -3.15,
  "lumo_energy_ev": 3.316,
  "total_energy_ev": -27064.956
}

Entry 5:
{
  "formula": "C34H43As2NO9ReS4SbTe",
  "method": "the ωB97M-V functional and the def2-TZVPD basis",
  "symbols": ["Re", "S", "Sb", "S", "S", "S", "C", "O", "C", "O", "C", "C", "As", "C", "C", "C", "As", "C", "C", "O", "O", "C", "C", "O", "O", "C", "C", "O", "O", "C", "H", "H", "H", "H", "H", "H", "H", "H", "H", "H", "H", "H", "H", "H", "H", "H", "H", "H", "C", "C", "O", "N", "Te", "C", "C", "C", "C", "C", "C", "C", "C", "C", "C", "C", "C", "C", "C", "C", "C", "C", "C", "H", "H", "H", "H", "H", "H", "H", "H", "H", "H", "H", "H", "H", "H", "H", "H", "H", "H", "H", "H", "H", "H", "H", "H", "H"],
  "coordinates": [[3.08608, -0.92092, 1.72032], [6.06486, -4.40265, 1.99991], [6.34883, -2.43892, 2.84914], [5.10924, -0.73941, 1.09961], [2.67632, -2.78896, 2.47257], [7.03127, -1.12149, 4.40871], [-0.59262, 0.88567, 4.43738], [-0.56048, -0.42440, 5.02148], [-1.21740, -1.44142, 4.49339], [-1.16124, -2.54107, 4.97228], [-1.93793, -1.29367, 3.16258], [-3.23185, -0.96438, 3.07669], [-4.46467, -1.07247, 1.49391], [-4.65459, -3.01982, 1.48646], [-2.77768, -0.63111, 0.55745], [-1.99267, -1.69616, 0.31971], [-0.66332, -1.86096, 1.76272], [-0.62522, -3.78028, 2.12408], [-2.41056, -2.80559, -0.61289], [-3.42502, -2.73973, -1.24971], [-1.48978, -3.74576, -0.68650], [-1.79526, -4.84173, -1.59004], [-2.30960, 0.75577, 0.90200], [-1.13324, 1.03621, 1.04922], [-3.33148, 1.56086, 0.96383], [-3.14921, 2.93801, 1.38283], [-3.92577, -0.24396, 4.22038], [-4.02257, 0.95045, 4.09801], [-4.40322, -0.89144, 5.24973], [-4.45351, -2.33275, 5.31655], [0.16088, 1.44953, 4.98051], [-1.56653, 1.34999, 4.57070], [-0.33700, 0.83767, 3.37626], [-5.39127, -3.22201, 2.26621], [-3.73475, -3.54742, 1.72640], [-5.06492, -3.33319, 0.52997], [-1.61035, -4.23001, 2.04172], [-0.28391, -3.87067, 3.15626], [0.07242, -4.26282, 1.44531], [-0.98601, -5.55236, -1.46446], [-1.83706, -4.47159, -2.61203], [-2.75253, -5.28013, -1.31853], [-3.51967, 3.56567, 0.57743], [-2.09768, 3.12875, 1.58575], [-3.75225, 3.05626, 2.27936], [-4.47380, -2.57160, 6.37547], [-3.57840, -2.78967, 4.85991], [-5.37829, -2.67357, 4.85167], [1.82327, 2.82507, 2.20531], [2.14643, 1.40661, 1.90595], [2.55422, 0.64298, 2.87056], [2.13198, 0.76741, 0.76225], [1.17798, 1.72678, -0.78640], [2.68847, 2.58654, -1.93604], [3.62879, 1.86031, -2.68876], [3.78103, 0.37617, -2.56342], [4.43792, 2.55434, -3.56745], [4.34468, 3.93808, -3.72344], [5.24757, 4.66680, -4.66626], [3.41481, 4.62701, -2.95335], [2.57440, 3.98705, -2.05318], [1.58563, 4.84911, -1.30607], [0.24969, 0.28465, -2.02727], [0.48013, -1.08979, -2.13420], [1.50198, -1.86932, -1.36310], [-0.29556, -1.80157, -3.04679], [-1.28816, -1.21492, -3.81851], [-2.08854, -2.00891, -4.80334], [-1.49368, 0.15293, -3.67235], [-0.73542, 0.92638, -2.80504], [-0.96538, 2.41710, -2.82758], [1.99267, 3.01685, 3.26184], [0.77973, 3.03127, 1.95244], [2.45357, 3.49191, 1.61226], [3.75518, 0.06414, -1.51835], [4.73560, 0.05344, -2.97307], [2.99285, -0.15032, -3.10567], [5.16707, 2.00659, -4.15112], [5.58089, 4.02251, -5.47762], [6.13447, 5.01292, -4.13035], [4.75779, 5.54091, -5.09208], [3.33804, 5.70200, -3.05528], [2.01222, 5.83703, -1.14436], [1.30090, 4.46479, -0.32500], [0.67250, 4.98904, -1.88894], [2.12988, -1.24361, -0.74001], [2.15297, -2.41463, -2.04742], [1.02245, -2.61291, -0.72170], [-0.09585, -2.86023, -3.16448], [-2.01249, -3.07736, -4.61455], [-1.72678, -1.81969, -5.81547], [-3.14058, -1.72794, -4.77501], [-2.25144, 0.64314, -4.27057], [-1.94825, 2.63852, -3.23918], [-0.22590, 2.91078, -3.46351], [-0.93640, 2.89935, -1.84401]],
  "total_charge": 3,
  "relative_energy_kj_mol": 161.08,
  "max_force_ev_per_a": 1.4,
  "homo_ev": [-15.99, -15.99],
  "lumo_energy_ev": [-9.835, -10.836],
  "total_energy_ev": -236821.760,
  "spin_multiplicity": 2
}

Entry 6:
{
  "formula": "CH21O12",
  "method": "the ωB97M-V functional and the def2-TZVPD basis",
  "symbols": ["O", "C", "O", "H", "H", "H", "O", "H", "H", "O", "H", "H", "O", "H", "H", "O", "H", "H", "O", "H", "H", "O", "H", "H", "O", "H", "H", "O", "H", "H", "O", "H", "H", "O"],
  "coordinates": [[-1.34802, -1.41264, 1.21853], [-0.88462, -0.84355, 2.24134], [-1.01867, 0.35562, 2.55949], [-0.27858, -1.52078, 2.85894], [-1.23569, 2.58368, -1.32439], [-0.81299, 3.41218, -0.03631], [-0.58031, 3.19464, -0.94316], [2.13407, 0.36469, -2.36982], [2.68145, 0.93079, -1.11263], [2.71329, 0.10650, -1.64871], [1.86421, -1.94951, 0.50123], [3.22139, -1.24034, 0.14401], [2.61201, -1.46389, 0.86250], [-2.26673, 1.18236, 1.70059], [-3.24105, 0.27603, 0.98821], [-3.10226, 1.21319, 1.16801], [2.27308, 0.42455, 2.19372], [0.86862, 0.75619, 2.74522], [1.63200, 1.14160, 2.28914], [-2.82167, 1.45610, -0.54088], [-2.53726, 0.82743, -1.89669], [-2.86283, 1.64397, -1.51257], [0.14981, -3.95594, -0.91923], [-0.55111, -3.06693, 0.09664], [0.12554, -3.76267, 0.03614], [0.32148, 0.30506, -0.70711], [-0.91302, -0.60797, -0.19912], [-0.46647, -0.18459, -0.97365], [1.15484, 2.82118, -0.52836], [1.49553, 1.82688, 0.68961], [1.75976, 2.12860, -0.20608], [-0.64047, -2.53847, -2.92719], [0.33740, -1.78657, -1.97944], [0.21724, -2.61739, -2.46799]],
  "total_charge": -1,
  "relative_energy_kj_mol": 0.00,
  "max_force_ev_per_a": 1.0,
  "homo_ev": -6.76,
  "lumo_energy_ev": 3.046,
  "total_energy_ev": -25952.580
}